{
  "formula": "C42H44F5ILaN5O5S6",
  "method": "the ωB97M-V functional and the def2-TZVPD basis",
  "homo_lumo_gap_ha": 0.2171,
  "charge": -2,
  "lumo_energy_ev": 3.50,
  "de_lowest_kj_mol": 0.0,
  "symbols": ["La", "C", "C", "N", "C", "S", "N", "N", "C", "C", "C", "C", "C", "C", "C", "N", "H", "H", "H", "H", "H", "H", "H", "H", "H", "H", "H", "H", "H", "O", "C", "C", "C", "C", "C", "C", "C", "C", "N", "H", "H", "H", "H", "H", "H", "H", "H", "H", "H", "H", "F", "C", "C", "F", "C", "F", "C", "S", "C", "F", "C", "F", "C", "S", "C", "O", "H", "H", "H", "H", "H", "H", "I", "C", "H", "H", "O", "C", "C", "C", "C", "C", "S", "C", "C", "C", "C", "S", "C", "C", "C", "C", "S", "H", "H", "H", "H", "H", "H", "H", "H", "H", "C", "C", "O", "O", "H", "H", "H"],
  "positions_angstrom": [[-0.413, 0.351, 0.282], [-6.502, 2.673, -0.965], [-5.508, 3.535, -0.191], [-4.693, 2.779, 0.730], [-3.532, 2.139, 0.380], [-2.686, 1.416, 1.712], [-3.277, 2.141, -0.903], [-2.078, 1.586, -1.301], [-1.892, 1.601, -2.580], [-2.958, 2.080, -3.527], [-0.564, 1.289, -3.111], [-0.229, 1.535, -4.400], [1.126, 1.833, -4.789], [2.103, 1.857, -3.868], [1.865, 1.292, -2.544], [0.431, 0.942, -2.159], [-7.084, 3.279, -1.664], [-7.189, 2.166, -0.284], [-5.960, 1.914, -1.530], [-6.043, 4.299, 0.379], [-4.846, 4.038, -0.898], [-4.903, 2.772, 1.711], [-3.934, 1.946, -3.073], [-2.915, 1.538, -4.471], [-2.826, 3.146, -3.729], [-1.008, 1.722, -5.124], [1.311, 2.188, -5.794], [3.038, 2.364, -4.046], [2.453, 1.664, -1.718], [2.392, 0.556, 0.478], [3.768, 0.218, 0.646], [4.361, -0.359, -0.634], [4.470, -1.885, -0.732], [3.508, -2.694, 0.094], [3.889, -3.958, 0.554], [2.984, -4.723, 1.268], [1.736, -4.188, 1.554], [1.456, -2.911, 1.095], [2.300, -2.192, 0.353], [2.158, 1.348, 0.988], [3.881, -0.491, 1.473], [4.309, 1.129, 0.917], [5.369, 0.038, -0.766], [3.791, 0.017, -1.480], [5.478, -2.206, -0.458], [4.351, -2.153, -1.789], [4.880, -4.332, 0.329], [3.254, -5.717, 1.605], [0.988, -4.728, 2.118], [0.507, -2.443, 1.341], [1.380, -5.709, -4.183], [0.726, -5.383, -3.058], [0.599, -4.068, -2.663], [1.138, -3.105, -3.416], [-0.083, -3.747, -1.500], [-0.138, -2.426, -1.209], [-0.659, -4.705, -0.654], [-1.436, -4.359, 0.850], [-0.515, -6.027, -1.113], [-1.043, -7.039, -0.403], [0.157, -6.366, -2.267], [0.259, -7.655, -2.643], [-4.907, -0.764, -0.382], [-3.545, -1.899, 0.001], [-3.838, -2.956, -1.430], [-2.333, -1.091, -0.363], [-4.605, -0.179, -1.250], [-5.043, -0.105, 0.474], [-5.815, -1.336, -0.576], [-4.563, -3.716, -1.141], [-2.893, -3.431, -1.673], [-4.198, -2.352, -2.263], [4.614, -0.390, -4.735], [1.402, -0.110, -2.496], [1.295, -0.611, -3.448], [1.723, -0.726, -1.661], [0.132, -0.486, 2.203], [0.158, -0.471, 3.580], [0.744, 0.842, 4.113], [0.381, 2.099, 3.738], [1.101, 3.120, 4.414], [1.985, 2.618, 5.317], [1.971, 0.904, 5.329], [1.015, -1.638, 4.083], [2.337, -1.840, 3.815], [2.843, -3.045, 4.367], [1.889, -3.744, 5.042], [0.375, -2.947, 4.994], [-1.265, -0.645, 4.109], [-2.198, -1.485, 3.581], [-3.429, -1.458, 4.290], [-3.404, -0.594, 5.342], [-1.891, 0.199, 5.470], [-0.376, 2.295, 2.993], [0.977, 4.172, 4.202], [2.668, 3.154, 5.957], [2.922, -1.141, 3.234], [3.864, -3.382, 4.247], [1.985, -4.693, 5.545], [-2.000, -2.103, 2.713], [-4.290, -2.053, 4.018], [-4.195, -0.367, 6.039], [-0.208, 4.343, -0.643], [0.633, 3.733, 0.470], [1.351, 4.443, 1.165], [0.528, 2.451, 0.589], [-0.136, 5.428, -0.612], [-1.247, 4.029, -0.535], [0.151, 3.974, -1.607]],
  "lowdin_charge": [1.9278, -0.1003, -0.2667, -0.0499, -0.8369, 0.6138, -0.0202, -0.0750, -0.2780, -0.0310, -0.2085, -0.0186, -0.0875, -0.1241, -0.2176, -0.0787, 0.0626, 0.0662, 0.0440, 0.1059, 0.1029, 0.0943, 0.0505, 0.0681, 0.0928, 0.0933, 0.1002, 0.0762, 0.1273, -0.1844, -0.2213, -0.1693, -0.1357, -0.2773, -0.0355, -0.0711, -0.1027, -0.1846, 0.1383, 0.0590, 0.0961, 0.1215, 0.1092, 0.0504, 0.1062, 0.0875, 0.1007, 0.0999, 0.0734, 0.0553, 0.0986, -0.1550, -0.1466, 0.1113, -0.2353, 0.0163, -0.6020, 0.5852, -0.2542, 0.0479, -0.1558, 0.0870, -0.2583, 0.8230, -0.2442, -0.7359, 0.0439, 0.0293, 0.0538, 0.0574, 0.0272, 0.0551, -0.5465, -0.1167, 0.1133, 0.0777, -0.4439, -0.5773, -0.4665, -0.1374, -0.1713, -0.4272, 1.0409, -0.4773, -0.1658, -0.1905, -0.4245, 1.0633, -0.5243, -0.1689, -0.1860, -0.4300, 1.0350, 0.0619, 0.1005, 0.0494, 0.1040, 0.1006, 0.0538, 0.0799, 0.0973, 0.0495, -0.0006, -0.6783, 0.0136, -0.3059, 0.0691, 0.0582, 0.0738]
}